[1]
Entry from the Open Molecules 2025 dataset: a 2-piece molecular cluster, C6H9BOS overall at a distorted geometry (ωB97M-V/def2-TZVPD).

The geometry in XYZ format:
```
18
Properties=species:S:1:pos:R:3:forces:R:3
B 0.458 -0.366 1.269 -2.670 1.891 -2.820
C -0.365 -1.651 -1.594 -1.375 -0.978 -1.600
C -0.425 -1.591 -2.975 0.851 0.980 0.283
C -0.190 -0.392 -0.991 2.148 0.913 3.703
C 0.114 0.644 -1.837 -0.580 -0.389 -1.127
C 0.070 0.835 2.253 -0.848 0.051 -0.778
C 0.448 2.097 -1.497 -3.261 0.018 0.494
O 1.064 -1.476 1.563 -0.383 -1.206 -2.461
S -0.095 0.029 -3.515 0.252 0.171 1.127
H -0.680 -2.582 -1.116 0.515 0.403 0.234
H -0.471 -2.354 -3.756 -0.288 0.123 0.619
H 0.408 0.696 3.278 0.093 -0.238 0.131
H -1.064 1.010 2.295 1.652 -0.238 -0.315
H 0.559 1.752 1.890 -0.382 -0.101 0.066
H 1.407 2.442 -1.698 1.805 0.303 -1.284
H -0.348 2.919 -1.940 1.910 -2.181 1.446
H 0.519 2.032 -0.388 -0.859 0.663 -0.486
H 1.541 -1.432 2.342 1.420 -0.183 2.769
```
Positions in Å, forces in eV/Å.

## Properties
gap between HOMO and LUMO: 8.390 eV
highest occupied orbital energy: -8.15 eV
E_tot: -732.2345 hartree
lowest unoccupied orbital energy: 0.24 eV
charge: 0
energy relative to the best compared isomer or geometry (same formula, charge and spin): 46.5 kcal/mol
multiplicity: 1

=====

[2]
Entry from the Open Molecules 2025 dataset: C6H9BaF2NO10S2 as an isolated structure at a distorted geometry (ωB97M-V/def2-TZVPD).

The geometry in XYZ format:
```
31
Properties=species:S:1:pos:R:3:forces:R:3
Ba 0.734 0.048 -0.109 0.188 0.203 0.063
N -3.114 -1.205 -1.408 -0.224 -6.048 5.855
S -3.871 -0.862 -2.596 -1.508 7.021 -10.076
O -5.206 -0.292 -2.530 0.596 -1.844 0.269
O -3.449 -1.513 -3.846 -1.308 0.561 1.922
F -3.050 0.515 -2.643 0.715 1.472 -0.954
S -4.069 -2.678 -1.228 4.718 -4.989 1.941
O -3.713 -3.773 -2.195 -1.339 3.408 2.689
O -5.348 -2.583 -0.645 -1.100 0.531 -0.584
F -3.205 -3.076 0.118 -0.180 -0.044 -0.914
C 4.935 -3.999 3.020 0.039 0.369 0.367
C 4.097 -3.147 2.077 2.897 2.423 0.577
O 3.156 -3.549 1.464 -4.243 -3.053 -1.707
O 4.526 -1.988 1.904 0.981 1.879 0.449
H 4.291 -4.388 3.809 0.101 -0.695 -0.214
H 5.670 -3.362 3.511 -0.026 0.052 -0.109
H 5.487 -4.719 2.416 -0.310 -0.482 0.298
C -2.358 2.913 5.155 0.094 0.172 -0.622
C -1.341 2.428 4.099 -1.069 -1.283 -1.387
O -0.635 1.475 4.446 1.171 -0.626 0.993
O -1.432 2.811 2.904 -0.122 1.004 -0.165
H -2.827 2.022 5.573 0.326 0.028 0.337
H -3.170 3.480 4.702 0.248 0.378 0.003
H -1.802 3.488 5.897 -0.337 -0.024 0.251
C 2.170 3.553 -5.416 0.260 -0.829 0.842
C 2.211 2.621 -4.160 1.442 -3.670 -0.587
O 2.338 1.343 -4.243 -1.015 0.642 -1.694
O 2.360 3.111 -3.054 -0.676 2.899 2.130
H 1.234 4.112 -5.418 0.251 0.275 0.002
H 2.320 3.057 -6.375 -0.241 -0.321 0.204
H 3.059 4.156 -5.232 -0.328 0.591 -0.181
```
Positions in Å, forces in eV/Å.

## Properties
gap between HOMO and LUMO: 5.379 eV
highest occupied orbital energy: -3.41 eV
E_tot: -2062.7315 hartree
lowest unoccupied orbital energy: 1.96 eV
charge: -2
multiplicity: 1

=====

[3]
Entry from the Open Molecules 2025 dataset: C6H9BaO4 as an isolated structure at a distorted geometry (ωB97M-V/def2-TZVPD).

The geometry in XYZ format:
```
20
Properties=species:S:1:pos:R:3:forces:R:3
O 2.016 -0.493 1.041 1.201 -0.560 -0.157
C 1.079 -0.055 1.779 0.561 -1.346 1.009
O 0.911 -0.565 2.929 0.331 -0.297 0.346
O 0.352 0.930 1.325 -0.023 -0.173 -0.780
C -0.815 1.378 2.036 -1.042 -1.407 -0.927
Ba 3.347 -2.235 2.654 -2.174 2.044 -0.956
H -0.715 1.005 3.063 -0.047 1.030 -0.017
H -0.810 2.438 1.753 -0.138 -0.340 1.040
C -3.025 2.675 2.888 -1.147 -0.421 -0.627
C -3.266 1.486 2.285 0.568 0.269 1.965
H -2.536 3.493 2.353 0.616 -0.432 0.663
H -3.432 2.864 3.884 -0.604 0.436 -0.679
H -4.053 0.855 2.710 0.388 -0.005 0.183
C -2.219 0.769 1.491 1.503 1.182 -1.231
C -2.364 -0.741 1.620 -0.376 0.116 0.409
O -1.408 -1.392 0.806 0.325 0.093 -0.173
H -2.261 1.060 0.430 0.029 -0.381 0.046
H -3.387 -1.022 1.316 0.212 0.099 0.082
H -2.234 -1.033 2.678 -0.041 0.120 -0.204
H -1.487 -2.341 0.924 -0.141 -0.028 0.009
```
Positions in Å, forces in eV/Å.

## Properties
gap between HOMO and LUMO: 5.931 eV
highest occupied orbital energy: -11.10 eV
E_tot: -560.2281 hartree
lowest unoccupied orbital energy: -5.17 eV
charge: +1
energy relative to the best compared isomer or geometry (same formula, charge and spin): 0.0 kcal/mol
multiplicity: 1

=====

[4]
Entry from the Open Molecules 2025 dataset: a 2-piece molecular cluster, C6H9Br overall at a distorted geometry (ωB97M-V/def2-TZVPD).

The geometry in XYZ format:
```
16
Properties=species:S:1:pos:R:3:forces:R:3
C 1.668 0.640 1.154 -1.228 -3.923 -0.119
C 1.283 1.320 0.112 -0.072 0.095 -1.610
C -0.263 1.622 -1.763 1.514 -0.759 1.867
C 0.537 0.779 -1.058 -0.941 1.548 -1.239
C -2.275 -0.791 0.045 1.318 -0.977 0.455
C -1.813 -1.306 1.425 1.365 3.944 -1.717
Br -3.657 0.461 0.052 0.093 -0.244 0.609
H 2.138 0.972 2.023 0.799 0.867 1.054
H 1.387 -0.480 1.165 0.611 1.750 0.082
H 1.536 2.367 0.030 -0.177 0.305 0.041
H -0.313 2.671 -1.453 -0.392 -0.341 -0.514
H -0.839 1.134 -2.511 -0.609 0.462 -0.798
H 0.540 -0.212 -1.535 0.491 -0.006 1.282
H -1.029 -2.014 1.380 0.362 -1.338 -0.719
H -2.644 -1.631 1.977 -0.901 0.025 1.552
H -1.106 -0.396 1.804 -2.231 -1.405 -0.227
```
Positions in Å, forces in eV/Å.

## Properties
gap between HOMO and LUMO: 7.883 eV
highest occupied orbital energy: -8.38 eV
E_tot: -2807.8206 hartree
lowest unoccupied orbital energy: -0.50 eV
charge: 0
energy relative to the best compared isomer or geometry (same formula, charge and spin): 115.6 kcal/mol
multiplicity: 1

=====

[5]
Entry from the Open Molecules 2025 dataset: an isolated molecule of C6H9Br at a distorted geometry (ωB97M-V/def2-TZVPD).

The geometry in XYZ format:
```
16
Properties=species:S:1:pos:R:3:forces:R:3
C 1.137 -1.221 0.429 -0.203 0.065 -0.134
C 0.385 -0.015 -0.094 0.924 0.016 0.090
C 1.071 1.304 0.200 -0.160 -0.078 -0.130
C -0.384 -0.158 -1.399 -0.249 -0.008 -0.205
C -1.065 -0.038 -0.112 0.367 -0.007 -0.192
C -2.090 0.055 0.668 -1.305 -0.001 0.254
Br -3.904 0.007 0.035 0.360 -0.006 0.071
H 0.570 -2.135 0.265 -0.025 -0.096 0.009
H 1.322 -1.117 1.496 0.019 -0.027 0.104
H 2.096 -1.312 -0.079 0.094 -0.018 -0.007
H 0.624 2.110 -0.380 -0.016 0.083 0.028
H 2.130 1.243 -0.049 0.057 0.034 -0.032
H 0.979 1.550 1.257 0.048 0.028 0.068
H -0.430 0.683 -2.077 0.032 0.144 -0.008
H -0.400 -1.117 -1.897 0.027 -0.157 0.036
H -2.040 0.161 1.740 0.030 0.028 0.047
```
Positions in Å, forces in eV/Å.

## Properties
gap between HOMO and LUMO: 10.102 eV
highest occupied orbital energy: -9.25 eV
E_tot: -2807.9720 hartree
lowest unoccupied orbital energy: 0.86 eV
structure (SMILES): CC1(C)C/C1=C\Br
charge: 0
energy relative to the best compared isomer or geometry (same formula, charge and spin): 20.6 kcal/mol
multiplicity: 1

=====

[6]
Entry from the Open Molecules 2025 dataset: C6H9Br2ClO2S as an isolated structure at a distorted geometry (ωB97M-V/def2-TZVPD).

The geometry in XYZ format:
```
21
Properties=species:S:1:pos:R:3:forces:R:3
C -0.707 0.049 -3.805 2.289 -1.270 0.277
C 1.192 -1.657 -4.536 -1.984 1.225 0.852
C 0.475 1.185 1.368 -0.191 0.009 -0.035
C -0.681 0.236 1.053 0.071 0.253 0.192
C -0.246 -0.860 0.160 -0.197 0.026 0.034
C -0.972 -1.308 -0.889 -0.191 -0.639 0.296
O -1.240 1.392 -1.616 -0.382 -0.227 0.351
O 1.063 0.632 -1.968 0.188 -0.179 0.252
S -0.340 0.402 -2.140 0.473 1.516 -1.928
Cl -2.068 -0.876 -4.020 -0.933 -0.328 -0.305
Br 1.962 -2.233 -2.933 0.317 -0.265 -0.101
Br 0.082 -2.865 -5.427 0.306 0.054 0.005
H 0.818 1.659 0.455 0.121 0.087 -0.060
H 0.146 1.958 2.056 0.012 0.078 0.080
H 1.306 0.649 1.818 0.132 -0.036 0.073
H -1.056 -0.195 1.988 -0.052 -0.104 -0.020
H -1.496 0.786 0.577 -0.036 -0.158 0.176
H 0.759 -1.236 0.306 0.113 -0.119 -0.032
H 1.836 -1.059 -5.162 -0.081 0.022 0.015
H -0.643 -2.161 -1.464 0.142 -0.070 -0.126
H -2.017 -1.045 -0.987 -0.116 0.124 0.005
```
Positions in Å, forces in eV/Å.

## Properties
gap between HOMO and LUMO (spin up / spin down): 6.310 / 6.305 eV
highest occupied orbital energy (spin up / spin down): -7.85 / -7.85 eV
E_tot: -6390.6462 hartree
lowest unoccupied orbital energy (spin up / spin down): -1.54 / -1.54 eV
charge: 0
multiplicity: 1

=====

What is the formula in the third record? C6H9BaO4

=====

Number 3 is which compound? C6H9BaO4

=====

charge of number 5 (C6H9Br)? 0

=====

Which formula does entry 5 have? C6H9Br